(1)
A molecular structure, C29H23NO5PPdS. Source: the Open Molecules 2025 dataset; level of theory: ωB97M-V/def2-TZVPD.

```
61
Properties=species:S:1:pos:R:3:forces:R:3
Pd -0.25443 -0.67180 -1.03851 -0.2980 -0.4274 -0.6399
C -1.86842 1.40250 4.14829 0.0088 -0.0080 0.0071
C -0.66531 0.75327 4.37810 -0.0102 -0.0004 0.0072
C 0.16379 0.42315 3.31338 -0.0031 0.0070 -0.0305
C -0.21248 0.74187 2.01340 0.0647 0.1152 0.0815
C -1.42811 1.38734 1.78660 0.0010 -0.0003 0.0434
C -2.24961 1.71994 2.85006 -0.0054 0.0031 -0.0142
P 0.78325 0.33270 0.55334 0.0664 0.1017 0.1100
C 2.19663 -0.60833 1.18969 -0.0234 -0.0398 0.0107
C 3.41571 -0.03022 1.52682 -0.0047 -0.0083 0.0227
C 4.45459 -0.82413 1.99344 -0.0025 0.0125 -0.0004
C 4.27599 -2.19342 2.12677 -0.0109 -0.0098 0.0012
C 3.06147 -2.77329 1.78432 0.0207 0.0151 0.0095
C 2.02408 -1.98764 1.30832 -0.0217 -0.0158 -0.0336
C 1.41141 1.87869 -0.13682 -0.0160 0.0440 0.1050
C 1.94890 2.95167 0.52088 0.0140 -0.0158 -0.0447
C 2.42591 4.04634 -0.23334 0.0029 0.0013 0.0042
C 2.34714 4.03330 -1.60044 0.0010 0.0047 -0.0160
C 1.76453 2.94742 -2.30042 -0.0367 -0.0322 0.0013
C 1.60918 2.91060 -3.70542 -0.0335 -0.0790 -0.0143
C 0.97550 1.84033 -4.27873 0.0773 0.1251 -0.0137
C 0.46463 0.77132 -3.50969 -0.0544 -0.2129 0.0706
C 0.59373 0.74719 -2.14111 0.0038 0.1263 -0.1579
C 1.27138 1.85659 -1.54626 -0.0300 -0.0015 0.2040
H -2.51679 1.65182 4.97905 -0.0006 -0.0021 0.0014
H -0.37200 0.49442 5.38777 0.0002 -0.0013 -0.0004
H 1.09780 -0.09486 3.49227 -0.0007 0.0050 0.0085
H -1.73333 1.60140 0.76914 0.0133 0.0130 0.0146
H -3.19633 2.21193 2.66518 -0.0015 -0.0001 -0.0034
H 3.56341 1.03542 1.40803 0.0022 0.0026 -0.0089
H 5.40670 -0.37165 2.24140 0.0014 -0.0038 0.0062
H 5.08984 -2.81276 2.48332 0.0032 0.0019 0.0001
H 2.92613 -3.84391 1.86650 -0.0008 -0.0017 -0.0022
H 1.08376 -2.43694 1.00549 0.0037 0.0025 0.0202
H 2.00525 2.96676 1.60359 0.0075 0.0086 0.0019
H 2.85697 4.89974 0.27566 -0.0027 0.0004 0.0003
H 2.71605 4.87848 -2.17170 0.0056 0.0005 0.0005
H 1.98848 3.72803 -4.30787 -0.0082 0.0041 -0.0065
H 0.85561 1.80341 -5.35552 0.0070 0.0120 -0.0046
H -0.02427 -0.05517 -4.01131 -0.0023 0.0146 0.0172
O -2.89157 -3.20772 1.11625 0.0231 0.1192 0.2340
C -2.36541 -2.26335 0.53387 -0.0098 -0.2275 -0.6180
O -1.13027 -2.15884 0.24434 0.1663 0.2563 0.0272
C -3.31072 -1.15465 0.03928 -0.1317 0.0986 0.2458
C -4.62615 -1.18094 0.49891 -0.0412 0.0302 -0.0037
C -5.50097 -0.18683 0.10305 0.0320 -0.0280 0.0002
C -5.04078 0.80278 -0.75442 0.0148 -0.0100 0.0069
C -3.72098 0.74293 -1.16859 0.0825 0.0644 -0.1189
N -2.86952 -0.20239 -0.78090 -0.0194 -0.3107 0.0966
H -4.91584 -1.98696 1.15664 -0.0006 -0.0096 0.0018
H -6.52653 -0.18202 0.45248 0.0033 -0.0016 0.0011
H -5.68656 1.59939 -1.09969 0.0107 0.0063 -0.0059
H -3.31784 1.48930 -1.84652 -0.0032 0.0030 -0.0035
C -0.04349 -4.41463 -2.00504 -0.0046 0.0253 -0.0138
S 0.46543 -2.99378 -2.95064 0.0117 0.3999 0.4421
O 0.72035 -3.45848 -4.29833 -0.0443 0.0573 -0.0324
O -0.70468 -2.05401 -2.87353 0.3873 0.0658 0.2937
O 1.61406 -2.43889 -2.23291 -0.1924 -0.3306 -0.2830
H -0.77578 -4.97823 -2.57881 -0.0396 0.0415 0.0011
H -0.47019 -4.06169 -1.06750 0.0179 -0.0073 0.0066
H 0.84074 -5.02250 -1.82165 -0.0005 -0.0037 -0.0363
```
Forces are in eV/Å.

The LUMO energy is 0.095 Eh. As for the net charge: -1. The calculation puts the energy above the lowest of the compared OMol25 structures with the same formula, charge and spin at 29.88 kJ/mol. Its orbital gap is 7.7 eV. The value obtained for the energy is -65782.0429 eV.

(2)
3 unconnected molecules or ions with the total composition C14H32N3O2 at a distorted geometry. Source: the Open Molecules 2025 dataset; level of theory: ωB97M-V/def2-TZVPD.

```
51
Properties=species:S:1:pos:R:3:forces:R:3
C 1.75706 0.24424 3.01066 -6.7113 3.7619 -1.4077
C 0.72222 1.02086 2.70999 4.6388 -4.1134 1.2143
C -0.60692 1.77221 2.22978 1.5444 -1.4676 -0.4365
N -1.35237 2.36840 3.40537 -1.0449 1.9766 -1.4724
C -2.20331 3.42338 2.86151 0.9762 1.0204 1.2035
N -1.73108 4.81785 2.97713 -2.2158 -2.9635 0.5934
N -3.35123 3.12947 2.23753 1.6053 0.2937 0.6996
C -3.91372 1.76032 2.04690 -0.6148 -1.9570 -0.3244
C -3.73346 1.16336 0.55594 0.4953 -0.2913 0.0992
H 2.40065 -0.63350 3.36920 -1.0756 2.0553 -0.7948
H -1.27475 0.98440 1.71369 1.1827 1.2025 0.9602
H -0.40717 2.61217 1.47679 0.2455 -1.3830 0.9377
H -0.69637 2.72571 4.12337 -0.5209 -0.1250 -0.7916
H -2.51725 5.48226 2.91274 0.5242 -0.3268 -0.2158
H -1.28871 4.98200 3.89367 0.1127 -0.2799 -0.7067
H -3.89058 3.92488 1.86100 0.4427 -0.7081 0.2158
H -3.42776 0.98512 2.75552 -0.5289 1.8252 -0.9084
H -5.03300 1.78029 2.34302 1.8926 0.1988 -0.6066
H -3.86039 0.01677 0.66000 -0.1233 1.9612 -0.3545
H -4.45335 1.61037 -0.21360 0.9368 -0.7501 1.2532
H -2.65994 1.29850 0.14128 -1.7475 0.0002 0.8253
C 0.53872 -1.64978 -0.16984 0.0991 -0.1403 -0.0514
C -0.69799 -2.15297 0.55437 0.1165 -0.1346 -0.0809
O -1.09342 -3.45941 0.16623 -0.2419 0.1596 -0.0242
C -0.15310 -4.50093 0.39706 0.0898 -0.0850 0.0762
C 0.20828 -4.68068 1.86123 0.0085 0.1838 0.1189
H 0.40764 -1.71666 -1.25283 0.0033 0.0334 0.0861
H 0.74404 -0.61107 0.10207 0.0051 -0.0408 -0.0199
H 1.42158 -2.24043 0.08607 -0.0133 0.1070 0.0204
H -1.53721 -1.49263 0.31239 -0.1140 -0.2135 -0.0593
H -0.56750 -2.10307 1.64109 0.0985 0.0191 0.0637
H 0.74195 -4.34588 -0.21403 0.0373 0.0298 0.0525
H -0.61832 -5.42096 0.03641 -0.1283 0.2087 -0.0719
H 0.73240 -3.80728 2.25783 0.0644 -0.0721 -0.0123
H 0.85973 -5.54834 1.98987 -0.0687 0.0640 -0.0321
H -0.69188 -4.82284 2.46510 0.0534 -0.0602 -0.0753
C 1.27678 1.11637 -4.54159 0.1684 0.0013 -0.1618
C 1.61289 0.44639 -3.22056 0.0015 -0.0561 -0.1178
O 2.22064 -0.82863 -3.36735 -0.1756 -0.0919 0.1599
C 3.46329 -0.86329 -4.05789 0.1224 0.0212 0.0044
C 4.55467 -0.04695 -3.38775 -0.0703 0.2044 0.0863
H 0.66484 0.45812 -5.16353 -0.0036 0.0461 0.1013
H 0.73154 2.04767 -4.36945 0.0254 -0.0636 -0.0017
H 2.17808 1.35749 -5.11024 -0.0677 0.0693 0.0484
H 0.68400 0.28290 -2.66632 0.1265 -0.1960 -0.0007
H 2.23670 1.09441 -2.59563 0.0503 0.0784 -0.0505
H 3.32634 -0.55820 -5.10037 0.0297 0.0707 0.0112
H 3.77379 -1.91034 -4.08022 -0.2377 0.0213 0.0698
H 4.32056 1.02049 -3.39191 0.0773 -0.0299 -0.0657
H 5.50624 -0.18243 -3.90733 -0.0886 -0.0128 0.0378
H 4.67616 -0.35013 -2.34436 0.0180 -0.0514 -0.0938
```
Forces are in eV/Å.

The LUMO energy is -0.141 Eh. As for the net charge: +1. The calculation puts the energy above the lowest of the compared OMol25 structures with the same formula, charge and spin at 447.73 kJ/mol. Its orbital gap is 7.5 eV. The value obtained for the energy is -23590.9862 eV.

(3)
A molecular structure, C22H14Br4Cl2CoNO3. Source: the Open Molecules 2025 dataset; level of theory: ωB97M-V/def2-TZVPD.

```
47
Properties=species:S:1:pos:R:3:forces:R:3
Co 0.95988 0.79875 0.35150 -0.0922 -0.0769 0.9383
Cl 2.27963 2.00455 2.02490 -0.2362 0.2394 -0.1743
C 1.07946 2.00822 3.35055 0.1759 -0.0954 0.2414
Cl -0.41546 2.81750 2.92650 -0.0456 0.0785 -0.0496
H 1.53901 2.54092 4.17649 -0.0079 -0.0774 -0.0123
H 0.87157 0.96233 3.55819 -0.0369 0.0654 -0.0411
Br -2.10054 -5.25612 -0.51407 0.0098 0.0011 0.0184
C -1.28117 -3.75067 0.29204 -0.0153 -0.0343 -0.1005
C -1.02054 -3.72749 1.64657 -0.0168 -0.0611 0.0976
Br -1.48514 -5.19314 2.75146 -0.0029 -0.0282 -0.0101
C -0.41027 -2.59824 2.21396 0.0641 0.0382 0.0796
Br -0.01796 -2.49011 4.06717 0.0034 0.0006 -0.0193
C -0.03669 -1.49741 1.45370 -0.1047 -0.0791 -0.1512
O 0.53518 -0.43081 1.93093 0.2577 -0.1152 -0.1288
C -0.28757 -1.53605 0.03306 0.0873 -0.0369 0.2066
O 0.12316 -0.52974 -0.68688 -0.2904 0.0357 -0.2000
C -0.91976 -2.64784 -0.49965 -0.1504 -0.1248 -0.1965
Br -1.28895 -2.59207 -2.36391 0.0194 0.0147 0.1002
C -4.16022 2.51778 -0.72976 -0.0154 -0.0046 -0.0081
C -3.54635 1.53393 0.07631 0.0253 -0.0061 0.0101
C -2.18447 1.44841 0.13354 0.0658 0.1076 -0.1205
C -1.34808 2.33540 -0.60159 0.1841 -0.1609 0.2394
C 0.08790 2.23624 -0.52510 -0.0044 0.3276 -0.6848
C 0.80329 3.17909 -1.23375 -0.0137 -0.0011 0.0812
C 0.18796 4.18830 -2.01026 -0.0447 0.0074 0.0148
C -1.17138 4.26132 -2.09732 -0.0144 -0.0136 -0.0012
C -1.97349 3.33283 -1.38570 -0.0765 0.1412 -0.0743
C -3.39162 3.39413 -1.43879 0.0520 -0.0117 0.0108
H -5.24124 2.57458 -0.78039 -0.0047 0.0080 -0.0014
H -4.15856 0.84577 0.64594 0.0031 -0.0122 0.0063
H -1.70997 0.70212 0.75458 0.0046 -0.0772 0.0486
H 1.89007 3.15141 -1.21307 0.0037 -0.0359 -0.0111
H 0.80324 4.90057 -2.54977 0.0130 0.0042 -0.0063
H -1.65532 5.02100 -2.70191 -0.0018 0.0066 0.0027
H -3.85536 4.15769 -2.05406 0.0005 0.0177 -0.0106
O 2.98301 0.19552 -0.34781 0.1960 -0.1825 -0.2341
N 2.89539 -1.09120 -0.57847 -0.0358 -0.0437 0.1849
C 3.24252 -1.95972 0.40336 -0.1070 0.2700 -0.2170
C 3.08154 -3.31366 0.23465 -0.0900 -0.0152 -0.2387
C 2.55424 -3.79318 -0.96034 0.0097 0.0329 0.0275
C 2.20588 -2.88917 -1.95370 0.0830 -0.0266 0.1757
C 2.37098 -1.53710 -1.73986 0.1781 0.0318 0.1841
H 3.59940 -1.48236 1.30281 -0.0163 -0.0021 -0.0078
H 3.34326 -3.97147 1.05003 -0.0184 -0.0448 -0.0062
H 2.39298 -4.85263 -1.10270 -0.0072 -0.0046 -0.0017
H 1.75584 -3.20642 -2.88206 0.0052 -0.0561 0.0117
H 2.07472 -0.76176 -2.42734 0.0081 -0.0006 0.0275
```
Forces are in eV/Å.

The LUMO energy (spin up / spin down) is 0.090 / 0.090 Eh. As for the net charge: -1. The calculation puts the energy above the lowest of the compared OMol25 structures with the same formula, charge and spin at 0.00 kJ/mol. Its orbital gap (spin up / spin down) is 6.7 / 6.8 eV. As for the spin multiplicity: 2. The value obtained for the energy is -373515.9822 eV. Its expectation value of S² is 0.771.

(4)
C13H21N5O2S in the gas phase at a distorted geometry. Source: the Open Molecules 2025 dataset; level of theory: ωB97M-V/def2-TZVPD.

```
42
Properties=species:S:1:pos:R:3:forces:R:3
C -2.61732 -2.71604 -0.47790 -1.9555 -2.0912 5.6071
C -1.17613 -3.44353 -0.43676 -3.3526 2.3138 6.5382
C -0.01430 -2.35466 -0.32905 -3.8955 -0.2278 0.0126
C 1.23158 -3.17298 -0.15279 -1.6456 -1.9228 0.2281
C 2.37124 -2.33142 -0.25017 -2.5488 7.3830 4.2251
C 2.36361 -1.45649 1.26429 -1.0565 0.6948 -5.4396
N 3.07648 -0.26001 1.21289 1.4046 4.4888 -5.1131
S 2.66694 0.99229 -0.21840 -0.7017 0.4303 6.3042
O 2.99292 0.55012 -1.50017 0.3848 -0.9874 -1.9743
O 3.21582 2.19530 0.33693 0.3833 0.1134 -0.3728
C 0.83835 1.18987 0.01491 3.0141 -0.1089 -9.0181
N 0.02476 1.20795 -1.17081 4.6320 -0.0359 1.3462
N -1.08145 0.86177 -0.68048 -2.9452 1.4522 5.7688
C -2.26143 1.18773 -1.18291 -1.0993 -0.6249 -6.2303
C -3.41058 0.95805 -0.56523 -0.3120 -0.4514 8.1150
C -3.34549 0.76366 1.08573 5.1438 -0.4792 -4.1542
N -2.07409 0.58604 1.61632 -4.5641 1.0192 0.9319
C -1.06622 0.82054 0.89873 5.4635 -0.2026 -4.8709
N 0.35583 0.95184 1.09468 -6.3855 -1.4239 6.3875
C -4.51934 0.69353 1.92850 -0.1837 0.9372 0.0420
H -5.15573 1.53407 1.64727 0.0484 0.4302 0.6212
H -4.31116 0.59204 2.99966 -0.1074 0.1306 -0.4614
H -5.08858 -0.08785 1.53028 -1.0718 -1.8063 -0.0587
H -4.44241 1.05478 -0.71332 -0.9570 0.4525 -1.7271
C -2.25006 1.45486 -2.93369 -2.0748 -5.7430 5.7793
H -1.71685 2.27210 -2.93746 1.4813 5.1800 -1.2313
H -3.23538 1.04582 -3.11752 -0.3105 1.5023 -0.9711
H -1.57171 0.68657 -3.17149 0.9263 -1.0933 -0.7205
H 3.20528 0.33176 2.02572 -0.4877 -0.0636 -0.0532
H 1.44333 -1.19107 1.65532 -2.5231 -0.7044 0.4464
H 2.94622 -1.84860 1.92522 2.8378 -4.1488 4.2617
H 3.25306 -2.71638 -0.36548 5.1288 -2.3929 -0.5399
H 2.28057 -1.41374 -0.90601 -0.2028 -1.8010 0.0301
H 1.14475 -3.85713 0.77188 0.3388 1.3530 -1.0162
H 1.28929 -3.89647 -0.95622 -0.3386 -0.3524 -0.4745
H -0.32877 -1.59441 0.59206 1.1170 -2.0404 -2.5656
H -0.10449 -1.81088 -1.36827 0.7146 -0.6076 2.0598
H -1.35236 -4.06105 0.71241 1.3072 1.1965 -3.7127
H -1.18751 -4.02343 -1.29178 0.6216 -1.6322 -1.4120
H -2.96438 -1.96269 0.40542 1.7806 -1.5549 -1.5994
H -2.59755 -2.15816 -1.28670 -0.5309 2.7569 -4.2136
H -3.62126 -3.35960 -0.40752 2.5219 0.6624 -0.7747
```
Forces are in eV/Å.

The LUMO energy is -0.017 Eh. As for the net charge: 0. The calculation puts the energy above the lowest of the compared OMol25 structures with the same formula, charge and spin at 1039.52 kJ/mol. Its orbital gap is 8.2 eV. The value obtained for the energy is -36191.6295 eV. As for the SMILES: CCCCCCNS(=O)(=O)c1nc2nc(C)cc(C)n2n1.

- Look up the energy of the third one.
  -373515.9822 eV

- Which value of energy does entry 3 give?
  -373515.9822 eV

- Which formula does entry 1 have?
  C29H23NO5PPdS

- net charge of number 1 (C29H23NO5PPdS)?
  -1